1.
# C5H11N2O3

A 2-piece molecular cluster, C5H11N2O3 overall at a distorted geometry (ωB97M-V/def2-TZVPD, OMol25).

Computed properties:
Charge   +1
Relative energy (zero: lowest compared OMol25 entry of this formula, charge and spin)   7.2830 eV
E   -531.86243 Ha
Kohn-Sham gap (spin up / spin down)   7.53 / 7.53 eV
E_HOMO (spin up / spin down)   -13.94 / -13.94 eV

Last column: Mulliken charge in e.
Geometry (Å):
1 O -1.080 3.146 -2.415  -0.37
2 O -2.005 1.110 -1.356  -0.37
3 O -1.252 -1.774 -0.629  -0.46
4 N -0.180 2.246 -1.852  -0.62
5 N -0.654 1.248 -1.398  0.65
6 C 1.069 -1.762 -1.076  -1.19
7 C 0.035 -0.257 0.610  1.08
8 C 1.307 0.418 0.915  -1.26
9 C -0.007 -1.235 -0.454  1.09
10 C -1.106 0.070 1.513  -1.80
11 H -1.769 -0.834 1.385  0.36
12 H 1.236 0.737 1.975  0.33
13 H 1.683 0.999 0.096  0.39
14 H -1.223 -2.125 -1.535  0.34
15 H -2.258 0.523 -0.679  0.34
16 H 1.987 -0.380 0.969  0.43
17 H 1.043 -2.482 -1.761  0.33
18 H 2.067 -1.691 -0.754  0.25
19 H -0.759 0.090 2.500  0.61
20 H -0.636 4.050 -2.597  0.40
21 H -1.423 1.098 1.327  0.46


2.
# C5H11N2S

A 2-piece molecular cluster, C5H11N2S overall at a distorted geometry (ωB97M-V/def2-TZVPD, OMol25).

Computed properties:
Charge   +1
Relative energy (zero: lowest compared OMol25 entry of this formula, charge and spin)   6.4034 eV
E   -704.35525 Ha
Kohn-Sham gap (spin up / spin down)   8.47 / 5.16 eV
E_HOMO (spin up / spin down)   -12.88 / -11.39 eV

Last column: Mulliken charge in e.
Geometry (Å):
1 S 1.858 0.897 -1.186  -0.05
2 N -1.789 0.758 -0.501  -0.06
3 N 1.508 -0.199 -0.090  -0.25
4 C -1.199 2.065 1.373  -0.87
5 C -1.410 0.917 0.691  0.40
6 C 3.604 -1.289 0.547  -0.70
7 C 2.263 -1.156 0.518  0.17
8 C -1.731 -0.537 -1.111  -0.70
9 H 4.390 -0.826 -0.175  0.18
10 H -2.183 -0.588 -2.113  0.35
11 H 3.119 0.496 -1.639  0.09
12 H -2.359 -1.280 -0.653  0.32
13 H -0.145 2.206 1.631  0.33
14 H -1.889 1.551 -1.129  0.30
15 H -1.292 2.946 0.761  0.34
16 H 1.642 -1.539 1.317  0.32
17 H -1.697 2.164 2.441  0.32
18 H 3.912 -2.089 1.238  0.26
19 H -0.718 -0.898 -0.974  0.26


3.
# C5H11N2S

An isolated ion of composition C5H11N2S and charge +1 at a distorted geometry (ωB97M-V/def2-TZVPD, OMol25).

Computed properties:
Charge   +1
Relative energy (zero: lowest compared OMol25 entry of this formula, charge and spin)   2.4557 eV
E   -704.50032 Ha
Structure (SMILES)   C1CSC2(C[NH2+]C2)N1
Kohn-Sham gap   8.98 eV
E_HOMO   -12.56 eV

Last column: Mulliken charge in e.
Geometry (Å):
1 S 1.086 -1.536 -0.058  -0.11
2 N -2.329 -0.243 -0.128  -0.06
3 N 0.413 0.962 0.612  -0.57
4 C -1.478 -0.682 0.959  -0.93
5 C 1.658 1.100 -0.109  -0.75
6 C -1.127 -0.080 -1.033  -1.11
7 C 2.369 -0.232 -0.173  -0.36
8 C -0.206 -0.343 0.156  1.08
9 H -1.068 -0.871 -1.654  0.38
10 H 1.420 1.512 -1.116  0.24
11 H -1.492 -1.809 1.228  0.29
12 H 3.167 -0.480 0.668  0.34
13 H -1.502 -0.147 1.951  0.31
14 H 0.648 0.914 1.605  0.29
15 H -0.953 0.859 -1.474  0.38
16 H 2.896 -0.403 -1.224  0.31
17 H 2.274 1.854 0.234  0.47
18 H -2.906 0.654 0.101  0.40
19 H -2.871 -1.027 -0.545  0.37


4.
# C5H11N3

One molecule with the formula C5H11N3 at a distorted geometry (ωB97M-V/def2-TZVPD, OMol25).

Computed properties:
Relative energy (zero: lowest compared OMol25 entry of this formula, charge and spin)   4.0657 eV
E   -361.23998 Ha
Kohn-Sham gap   9.07 eV
E_HOMO   -8.05 eV

Last column: Mulliken charge in e.
Geometry (Å):
1 N 1.217 0.847 1.748  -0.55
2 N -0.032 0.169 1.487  -0.26
3 N -0.572 0.758 -2.095  -0.57
4 C -0.873 1.062 0.435  -0.58
5 C 0.819 -1.798 -0.065  -1.42
6 C 0.100 0.829 -0.795  0.21
7 C 0.046 -0.535 0.027  0.24
8 C -1.522 -0.341 0.128  -0.57
9 H -0.115 0.122 -2.749  0.21
10 H 1.094 1.465 2.554  0.22
11 H 1.052 1.365 -0.794  0.45
12 H 0.546 -2.498 0.731  0.33
13 H -1.410 1.949 0.746  0.51
14 H 1.895 -1.611 0.005  0.34
15 H 0.633 -2.296 -1.021  0.35
16 H -0.613 1.659 -2.570  0.23
17 H -2.047 -0.848 0.948  0.32
18 H -2.132 -0.460 -0.772  0.33
19 H 1.913 0.163 2.053  0.21


5.
# C5H11N3

A 3-piece molecular cluster, C5H11N3 overall at a distorted geometry (ωB97M-V/def2-TZVPD, OMol25).

Computed properties:
Relative energy (zero: lowest compared OMol25 entry of this formula, charge and spin)   6.6656 eV
E   -361.14443 Ha
Kohn-Sham gap (spin up / spin down)   7.01 / 7.01 eV
E_HOMO (spin up / spin down)   -6.53 / -6.53 eV

Last column: Mulliken charge in e.
Geometry (Å):
1 N 1.981 -0.983 -0.798  -0.67
2 N -2.960 -0.453 -0.469  -0.74
3 N 0.029 -1.152 1.617  -0.49
4 C -1.992 0.306 -0.204  0.47
5 C 2.973 -0.301 0.009  -0.76
6 C 0.155 -0.185 -0.744  -0.50
7 C -2.163 1.750 0.153  -1.20
8 C -0.046 -0.665 0.514  0.86
9 H -3.221 2.015 0.244  0.39
10 H 2.908 -0.495 1.093  0.26
11 H 2.883 0.783 -0.136  0.26
12 H -1.652 1.974 1.094  0.27
13 H 0.497 0.835 -0.849  0.26
14 H -2.678 -1.410 -0.702  0.24
15 H -0.766 -1.130 2.251  0.31
16 H 1.957 -1.973 -0.547  0.21
17 H -0.193 -0.730 -1.608  0.25
18 H 3.997 -0.563 -0.299  0.28
19 H -1.709 2.378 -0.618  0.28


6.
# C5H11N3

C5H11N3 as an isolated structure at a distorted geometry (ωB97M-V/def2-TZVPD, OMol25).

Computed properties:
Relative energy (zero: lowest compared OMol25 entry of this formula, charge and spin)   7.2448 eV
E   -361.12315 Ha
Kohn-Sham gap   9.25 eV
E_HOMO   -8.41 eV

Last column: Mulliken charge in e.
Geometry (Å):
1 N 1.706 0.566 -0.303  -0.40
2 N -1.024 0.366 1.278  -0.64
3 N 1.080 1.826 -0.336  -0.60
4 C -1.396 0.432 -0.122  0.11
5 C 1.880 -1.667 -0.090  -0.86
6 C -0.345 -0.475 0.338  0.12
7 C -2.643 -0.477 -0.788  -1.10
8 C 1.108 -0.448 0.132  0.32
9 H -1.331 1.539 -0.612  0.25
10 H -1.514 -0.164 2.038  0.29
11 H 1.773 2.590 -0.562  0.26
12 H 0.942 -2.438 -0.389  0.24
13 H -2.987 -1.497 -0.387  0.30
14 H -2.351 -0.755 -1.827  0.32
15 H -0.856 -1.488 0.556  0.34
16 H 2.601 -2.135 0.926  0.20
17 H -3.481 0.249 -0.529  0.32
18 H 2.662 -1.456 -1.281  0.26
19 H 0.586 2.053 0.773  0.29


> What is the E in the sixth record?

-361.12315 Ha


> Which of these has the lowest relative energy (zero: lowest compared OMol25 entry of this formula, charge and spin)?

number 3


Please write out number 5 again, unchanged.
# C5H11N3

A 3-piece molecular cluster, C5H11N3 overall at a distorted geometry (ωB97M-V/def2-TZVPD, OMol25).

Computed properties:
Relative energy (zero: lowest compared OMol25 entry of this formula, charge and spin)   6.6656 eV
E   -361.14443 Ha
Kohn-Sham gap (spin up / spin down)   7.01 / 7.01 eV
E_HOMO (spin up / spin down)   -6.53 / -6.53 eV

Last column: Mulliken charge in e.
Geometry (Å):
1 N 1.981 -0.983 -0.798  -0.67
2 N -2.960 -0.453 -0.469  -0.74
3 N 0.029 -1.152 1.617  -0.49
4 C -1.992 0.306 -0.204  0.47
5 C 2.973 -0.301 0.009  -0.76
6 C 0.155 -0.185 -0.744  -0.50
7 C -2.163 1.750 0.153  -1.20
8 C -0.046 -0.665 0.514  0.86
9 H -3.221 2.015 0.244  0.39
10 H 2.908 -0.495 1.093  0.26
11 H 2.883 0.783 -0.136  0.26
12 H -1.652 1.974 1.094  0.27
13 H 0.497 0.835 -0.849  0.26
14 H -2.678 -1.410 -0.702  0.24
15 H -0.766 -1.130 2.251  0.31
16 H 1.957 -1.973 -0.547  0.21
17 H -0.193 -0.730 -1.608  0.25
18 H 3.997 -0.563 -0.299  0.28
19 H -1.709 2.378 -0.618  0.28


> The lowest E belongs to which entry?

number 3